13
Properties=species:S:1:pos:R:3:nbo_charge:R:1 method="wB97M-V/def2-TZVPD" energy_ev=-8807.7148 lumo_energy_ev=0.96 homo_lumo_gap_ha=0.358 e_homo_ev=-8.764 relative_energy_kcal_mol=64.89
H -1.99 -0.92 1.70 0.17
H 2.90 0.82 0.00 0.20
H 2.57 -0.79 -0.69 0.20
H 1.12 0.89 -1.75 0.40
C -1.89 -0.27 0.83 0.23
H -2.44 0.67 0.95 0.15
H 1.85 -0.33 0.87 0.23
C -0.30 0.62 -0.45 0.25
O -2.30 -0.98 -0.28 -0.72
N 0.98 0.57 -0.80 -0.60
H -2.16 -0.37 -1.02 0.49
C 2.14 0.03 -0.12 -0.44
O -0.48 0.06 0.76 -0.55